DFT (wB97M-V/def2-TZVPD) results for a structure of composition C5H9MgNiO4 in a non-equilibrium geometry.

```
! RIJCOSX wB97M-V def2-TZVPD def2/J DEFGRID3
* xyz 1 3
O -0.2000 0.9367 2.4451
C -0.5224 2.1296 1.9060
C -0.8038 2.3257 0.6037
O -0.3835 1.5014 -0.4007
C -0.9430 0.1866 -0.6515
C 0.0339 -0.4949 -1.5742
O 1.1552 -0.9364 -0.7735
C 2.1412 -1.7089 -1.4251
Mg 0.5362 -0.4783 1.1240
H -0.9162 2.8648 2.6153
H -1.5275 3.0846 0.3007
H -1.9304 0.2781 -1.1184
H 0.4518 0.1823 -2.3382
H -0.4242 -1.3893 -2.0244
H 2.8428 -2.0698 -0.6652
H 1.6867 -2.5740 -1.9300
H 2.6695 -1.0649 -2.1438
Ni -0.7835 -0.4632 3.4064
O -1.1434 -1.2743 1.8202
H -1.9393 -1.0359 0.8236
*
```

## Properties
HOMO (alpha / beta) ... -11.7 / -11.6 eV
ΔE to the lowest compared entry with this formula, charge and spin ... 79.38 kcal per mole
⟨S²⟩ ... 2.036
Energy ... -2204.87762 Eh
Orbital gap (alpha / beta) ... 7.5 / 6.1 eV
Maximum force ... 0.131 hartree/bohr
M ... 216.12 g mol⁻¹

Partial charges, natural (NBO), in e: atom 1 (O): -1.02, atom 2 (C): 0.14, atom 3 (C): -0.04, atom 4 (O): -0.51, atom 5 (C): -0.01, atom 6 (C): -0.16, atom 7 (O): -0.67, atom 8 (C): -0.26, atom 9 (Mg): 1.78, atom 10 (H): 0.19, atom 11 (H): 0.22, atom 12 (H): 0.22, atom 13 (H): 0.23, atom 14 (H): 0.22, atom 15 (H): 0.21, atom 16 (H): 0.20, atom 17 (H): 0.21, atom 18 (Ni): 0.90, atom 19 (O): -1.34, atom 20 (H): 0.49